Entry 1:
ORCA calculation (ωB97M-V/def2-TZVPD) on a molecular structure, C21H20F5LaN3O3S2.

Properties
Kohn-Sham gap (eV): 7.21
Charge: +1
LUMO level (Eh): -0.103
E_tot (eV): -68825.3846
E_HOMO (eV): -10.017

Last column: natural (NBO) charge in e.
Element x y z (Å)
La (0.2249, 0.0596, -1.5981)  2.18
S (-0.5813, -0.2928, 1.9231)  1.15
S (-0.5092, -2.7161, -0.8517)  -0.38
F (-0.8488, -5.1880, -6.1391)  -0.28
F (-1.8427, -6.4107, -3.9124)  -0.27
F (0.6421, -1.6292, -3.4723)  -0.37
F (-1.5719, -5.3729, -1.5939)  -0.30
F (0.3387, -2.5868, -5.8716)  -0.27
O (4.0790, 2.3480, -1.9395)  -0.49
O (-1.2726, 1.0768, -2.9944)  -1.03
O (2.4587, 0.8513, -2.3864)  -0.75
N (0.5686, 2.8037, -1.7646)  -0.69
N (-0.0396, 0.6316, 0.6915)  -1.29
N (1.9579, 3.0317, -1.7703)  -0.47
C (-0.7879, -3.3171, -2.4247)  -0.31
C (-1.3425, -4.5619, -2.6595)  0.38
C (1.1447, 0.9060, 3.8610)  -0.22
C (-0.2607, -3.2463, -4.8810)  0.28
C (2.7432, -0.4738, 5.0584)  -0.18
C (1.0275, -1.5162, 3.7061)  -0.20
C (-1.9104, 0.7144, 2.5694)  -0.25
C (-2.6339, 1.1317, -3.3657)  -0.23
C (-3.1441, 1.5419, 4.4541)  -0.18
C (2.8056, 1.9995, -2.0429)  0.90
C (-0.8769, -4.5389, -4.9935)  0.29
C (-1.4670, -5.1439, -3.8857)  0.26
C (5.0910, 1.2763, -2.2019)  -0.26
C (2.1470, -1.6300, 4.5322)  -0.19
C (2.1773, 0.7542, 4.7846)  -0.19
C (0.5926, -0.2338, 3.2915)  -0.25
C (-2.7237, 1.4753, 1.7421)  -0.20
C (-3.6144, 2.4128, 2.3070)  -0.19
C (-2.1236, 0.7004, 3.9034)  -0.22
C (-3.9093, 2.3994, 3.6699)  -0.19
C (-0.2308, -2.7445, -3.6070)  0.29
H (-3.1902, 0.2833, -2.9782)  0.17
H (2.4191, 3.8655, -1.3010)  0.43
H (-2.5754, 1.3696, 0.6742)  0.23
H (0.6249, 1.8485, 3.7578)  0.23
H (0.5317, -2.3784, 3.2946)  0.24
H (-4.0981, 3.1142, 1.6377)  0.23
H (2.4538, -2.6872, 4.7645)  0.24
H (-4.6247, 3.0791, 4.1297)  0.24
H (0.3044, 1.5175, 1.0449)  0.38
H (0.0713, 3.5672, -1.2829)  0.40
H (5.9402, 1.7816, -2.6094)  0.22
H (3.7191, -0.4871, 5.5965)  0.24
H (-1.6136, 0.0035, 4.5647)  0.24
H (-3.0322, 2.0588, -2.8586)  0.14
H (-2.7013, 1.4023, -4.4647)  0.18
H (2.6551, 1.5931, 5.2850)  0.23
H (-3.4116, 1.4216, 5.5317)  0.23
H (5.2409, 0.7350, -1.2436)  0.21
H (4.7721, 0.5596, -2.9723)  0.22
H (0.2068, 2.8407, -2.7086)  0.41



Entry 2:
ORCA calculation (ωB97M-V/def2-TZVPD) on a molecular structure, H12O6.

Properties
Kohn-Sham gap (eV): 10.01
Charge: 0
LUMO level (Eh): -0.006
E_tot (eV): -12475.7946
E_HOMO (eV): -10.158

Last column: natural (NBO) charge in e.
Element x y z (Å)
O (-51.5122, -20.6379, 48.3782)  -0.89
O (-50.1504, -19.3083, 47.3302)  -0.90
O (-50.2909, -17.1063, 49.3574)  -1.05
O (-52.7365, -15.8185, 51.2413)  -0.92
O (-49.9876, -18.5380, 50.9320)  -0.86
O (-48.1370, -15.5614, 50.0037)  -0.98
H (-50.3165, -17.7708, 48.6294)  0.46
H (-50.4754, -17.7853, 50.1986)  0.48
H (-50.9825, -19.7499, 48.6009)  0.47
H (-50.0417, -19.2305, 51.5697)  0.51
H (-49.3365, -18.7715, 50.3281)  0.50
H (-53.5565, -15.4916, 50.8503)  0.46
H (-51.0852, -19.4083, 46.9982)  0.45
H (-49.9053, -18.7250, 46.6585)  0.48
H (-51.7298, -20.3927, 47.4705)  0.41
H (-48.9453, -16.2096, 49.7864)  0.49
H (-52.4043, -16.0713, 50.4359)  0.46
H (-48.6286, -14.8445, 50.0053)  0.44



Question: Among the records above, which one has the lowest charge?
Answer: H12O6



Question: Which value of E_HOMO does entry 2 give?
Answer: -10.158 eV



Question: What is the E_HOMO in the second record?
Answer: -10.158 eV